1.
{"formula": "C48H57Cl2NO7Si2", "method": "the ωB97M-V functional and the def2-TZVPD basis", "species": ["C", "O", "C", "C", "C", "C", "C", "C", "C", "C", "C", "C", "Si", "C", "C", "C", "C", "N", "C", "C", "O", "O", "Si", "C", "Cl", "C", "C", "Cl", "H", "H", "H", "H", "H", "H", "H", "H", "H", "H", "H", "H", "H", "H", "H", "H", "H", "H", "H", "H", "H", "H", "H", "H", "H", "H", "H", "H", "H", "H", "H", "H", "H", "H", "H", "H", "H", "H", "H", "H", "H", "C", "C", "C", "C", "C", "C", "C", "O", "C", "C", "C", "C", "C", "C", "C", "O", "H", "H", "H", "H", "H", "H", "H", "H", "C", "C", "C", "C", "C", "C", "C", "O", "C", "C", "C", "C", "C", "C", "C", "O", "H", "H", "H", "H", "H", "H", "H", "H"], "positions_angstrom": [[1.8245, 2.8559, 2.6967], [2.4792, 2.9380, 3.9359], [2.7258, 4.2490, 4.3877], [4.2200, 4.6446, 4.4321], [5.2143, 3.5586, 4.0203], [5.5178, 3.5394, 2.5121], [6.1047, 2.2276, 1.9814], [5.2412, 0.9660, 2.1192], [4.5943, 0.4429, 0.8315], [5.5512, 0.3726, -0.3761], [5.4203, 1.5929, -1.2984], [4.3320, 1.4104, -2.3965], [3.1331, 2.8530, -2.4986], [1.3968, 2.2442, -2.8796], [0.6819, 1.9616, -1.5487], [-0.7155, 1.3245, -1.7164], [-1.8111, 2.1455, -1.0543], [-2.2383, 3.2303, -1.9631], [-3.3594, 3.9415, -1.4118], [-3.0482, 5.2881, -0.8274], [-4.4983, 3.4757, -1.4142], [3.5127, 4.0072, -3.6671], [4.9683, 4.7701, -3.6542], [4.9837, 6.4591, -2.8359], [6.5561, 7.2171, -2.9938], [4.0377, 7.1492, -2.1816], [4.1843, 8.4923, -1.5370], [2.4334, 6.4908, -2.0395], [2.5385, 2.8674, 1.8737], [1.1280, 3.6800, 2.5426], [1.2657, 1.9268, 2.6478], [2.3259, 4.3068, 5.3982], [2.1748, 4.9813, 3.7997], [4.4501, 4.9662, 5.4434], [4.3673, 5.5073, 3.7858], [4.9326, 2.5878, 4.4081], [6.1509, 3.8289, 4.5068], [4.6656, 3.8870, 1.9264], [6.2874, 4.2961, 2.3593], [7.0245, 2.0710, 2.5446], [6.4166, 2.3850, 0.9544], [4.4532, 1.1241, 2.8521], [5.8604, 0.1700, 2.5256], [3.7056, 1.0020, 0.5448], [4.2467, -0.5681, 1.0427], [5.3475, -0.5312, -0.9436], [6.5736, 0.3046, -0.0108], [5.1691, 2.4477, -0.6741], [6.3677, 1.8292, -1.7750], [4.7804, 1.1588, -3.3518], [3.7123, 0.5670, -2.0868], [3.1119, 3.5592, -1.1943], [0.8650, 2.9967, -3.4545], [1.4700, 1.3212, -3.4516], [0.5546, 2.9110, -1.0398], [1.3122, 1.2952, -0.9631], [-0.7059, 0.3536, -1.2252], [-0.9533, 1.1716, -2.7644], [-1.4185, 2.6230, -0.1580], [-2.6525, 1.5220, -0.7501], [-2.5257, 2.8109, -2.8391], [-2.4845, 5.8829, -1.5385], [-3.9876, 5.7834, -0.6151], [-2.4657, 5.1913, 0.0841], [5.4024, 4.9650, -5.0514], [5.9834, 3.9349, -2.9849], [3.4928, 8.5381, -0.7021], [5.1818, 8.5947, -1.1295], [3.9645, 9.2873, -2.2403], [-1.1309, -3.0743, 3.8677], [-1.6278, -4.3210, 4.2332], [-1.7299, -5.3318, 3.2933], [-1.3424, -5.0985, 1.9803], [-0.8590, -3.8417, 1.6094], [-0.7484, -2.8345, 2.5594], [-0.4741, -3.5536, 0.1988], [-0.0577, -2.4606, -0.1231], [-0.6347, -4.6400, -0.8071], [-0.3395, -4.3805, -2.1393], [-0.4912, -5.3767, -3.0879], [-0.9339, -6.6401, -2.7096], [-1.2228, -6.9040, -1.3821], [-1.0830, -5.9062, -0.4284], [-1.4478, -6.2024, 0.9855], [-1.8283, -7.3068, 1.3137], [-1.0460, -2.2879, 4.6057], [-1.9350, -4.5027, 5.2544], [-2.1112, -6.3045, 3.5704], [-0.3655, -1.8669, 2.2670], [-0.0013, -3.3951, -2.4269], [-0.2720, -5.1689, -4.1266], [-1.0586, -7.4157, -3.4533], [-1.5753, -7.8812, -1.0822], [-8.7541, -1.3235, -0.4847], [-7.6262, -1.0122, -1.2368], [-6.6794, -1.9857, -1.5041], [-6.8510, -3.2733, -1.0125], [-7.9750, -3.5812, -0.2424], [-8.9283, -2.6038, 0.0117], [-8.1629, -4.9445, 0.3313], [-9.1418, -5.2134, 0.9951], [-7.1063, -5.9633, 0.0739], [-7.2262, -7.2246, 0.6432], [-6.2542, -8.1830, 0.4118], [-5.1619, -7.8899, -0.3982], [-5.0406, -6.6360, -0.9707], [-6.0038, -5.6663, -0.7296], [-5.8274, -4.3107, -1.3226], [-4.8744, -4.0572, -2.0297], [-9.4960, -0.5625, -0.2826], [-7.4870, -0.0080, -1.6142], [-5.8025, -1.7531, -2.0916], [-9.7996, -2.8518, 0.6013], [-8.0783, -7.4462, 1.2701], [-6.3447, -9.1614, 0.8641], [-4.4031, -8.6400, -0.5769], [-4.1913, -6.3984, -1.5971]], "atomic_forces_ev_per_a": [[0.1, 0.0, -0.3], [-0.2, -0.1, 0.0], [0.3, 0.2, 0.4], [-0.2, -0.3, -0.2], [0.3, 0.4, -0.2], [0.0, -0.1, 0.1], [0.0, 0.2, 0.5], [-0.2, 0.2, -0.3], [0.3, -0.5, -0.2], [-0.1, 0.4, 0.2], [-0.2, -0.2, -0.3], [0.1, 0.5, 0.9], [-0.6, 0.0, -0.7], [0.5, 0.1, 0.6], [-0.4, -0.1, -1.0], [0.3, 0.0, 0.8], [0.1, 0.2, -0.3], [-0.1, 0.2, 0.2], [-1.5, -0.8, 0.0], [-0.4, 0.0, -0.2], [1.8, 0.8, -0.2], [0.6, -0.3, 0.6], [0.0, 0.1, -0.6], [-0.7, 0.2, 0.4], [0.1, -0.1, 0.0], [0.4, -0.2, -0.3], [-0.1, -0.6, 0.3], [-0.1, -0.1, 0.0], [0.1, 0.0, -0.2], [-0.1, 0.1, 0.1], [0.0, -0.2, 0.1], [-0.1, 0.0, 0.2], [-0.1, 0.0, -0.2], [0.0, 0.1, 0.1], [0.1, 0.2, -0.1], [-0.2, -0.2, 0.0], [0.2, -0.2, 0.1], [-0.3, -0.2, -0.1], [0.0, 0.2, -0.2], [0.2, -0.1, 0.0], [0.1, 0.0, -0.1], [-0.1, 0.1, 0.2], [0.1, -0.2, 0.0], [-0.2, 0.3, 0.1], [-0.2, -0.1, 0.1], [0.1, -0.1, -0.2], [0.2, -0.1, 0.1], [0.0, 0.2, 0.0], [0.2, 0.0, 0.0], [0.0, -0.1, -0.2], [-0.2, -0.2, -0.2], [0.1, -0.1, 0.1], [-0.2, 0.0, -0.2], [-0.1, -0.1, -0.3], [0.2, 0.1, 0.4], [0.0, 0.0, 0.4], [-0.1, -0.2, -0.1], [-0.1, -0.1, -0.2], [0.0, 0.0, 0.2], [-0.2, -0.1, -0.1], [-0.3, -0.2, 0.0], [0.2, 0.0, -0.1], [-0.1, 0.1, 0.2], [0.2, -0.1, 0.1], [0.0, 0.1, 0.0], [0.0, 0.0, 0.2], [-0.2, 0.2, 0.0], [0.3, 0.2, -0.1], [0.0, 0.2, -0.1], [0.0, 0.0, 0.0], [0.0, 0.0, 0.0], [0.0, 0.0, 0.1], [0.0, 0.1, -0.1], [0.0, -0.1, 0.0], [0.0, 0.1, 0.1], [0.0, 0.1, 0.0], [0.0, 0.1, 0.0], [0.0, -0.1, 0.1], [0.0, 0.0, -0.1], [0.0, 0.0, 0.0], [0.0, 0.1, 0.0], [-0.1, -0.1, -0.2], [0.0, 0.1, 0.1], [-0.1, -0.1, 0.0], [0.0, 0.0, 0.0], [0.0, 0.0, 0.0], [0.0, 0.0, 0.0], [0.0, 0.0, -0.1], [0.0, 0.0, -0.1], [0.0, 0.0, 0.1], [0.0, 0.0, 0.0], [0.0, 0.0, 0.0], [0.0, 0.0, 0.1], [0.0, 0.0, 0.0], [0.0, 0.0, 0.0], [0.0, 0.1, 0.0], [-0.1, -0.1, 0.1], [0.1, 0.0, 0.0], [-0.1, 0.1, 0.0], [-0.1, 0.0, 0.1], [0.0, 0.0, 0.0], [0.0, 0.1, 0.0], [0.0, -0.1, 0.0], [0.0, 0.0, 0.0], [-0.1, 0.0, 0.0], [0.1, -0.1, 0.0], [-0.1, 0.1, 0.0], [0.1, 0.0, -0.1], [0.0, 0.0, 0.0], [0.0, 0.0, 0.0], [0.0, 0.0, 0.0], [0.0, -0.1, 0.0], [0.0, -0.1, 0.0], [-0.1, 0.1, 0.0], [0.0, 0.0, 0.0], [0.0, 0.0, 0.0], [0.0, 0.1, 0.0]], "lowdin_charge": [-0.11, -0.19, -0.22, -0.16, -0.20, -0.20, -0.20, -0.19, -0.20, -0.21, -0.29, -0.25, 0.50, -0.26, -0.27, -0.18, -0.22, 0.02, -0.48, -0.01, 0.07, -0.40, 0.48, -0.78, 0.62, -0.79, -0.14, 0.69, 0.07, 0.08, 0.09, 0.11, 0.11, 0.10, 0.10, 0.10, 0.11, 0.10, 0.11, 0.11, 0.09, 0.09, 0.11, 0.09, 0.11, 0.10, 0.11, 0.06, 0.09, 0.08, 0.07, 0.03, 0.08, 0.08, 0.09, 0.09, 0.10, 0.11, 0.11, 0.11, 0.12, 0.08, 0.08, 0.08, -0.01, 0.00, 0.06, 0.06, 0.09, -0.06, -0.06, 0.00, -0.08, -0.08, 0.00, -0.27, 0.10, -0.08, 0.00, -0.05, -0.05, -0.02, -0.08, -0.28, 0.10, 0.11, 0.11, 0.12, 0.12, 0.12, 0.11, 0.11, 0.12, -0.06, -0.05, 0.00, -0.08, -0.08, 0.00, -0.28, 0.11, -0.08, 0.00, -0.05, -0.05, 0.00, -0.08, -0.28, 0.10, 0.11, 0.11, 0.12, 0.12, 0.12, 0.11, 0.11, 0.11], "orbital_gap_ha": 0.30342, "multiplicity": 1, "homo_energy_ev": -9.290, "molar_mass_g_mol": 887.1, "e_lumo_ev": -1.0, "charge": 0}

---

2.
{"formula": "C23H31N3O6S", "method": "the ωB97M-V functional and the def2-TZVPD basis", "species": ["C", "C", "N", "C", "C", "S", "O", "O", "C", "C", "C", "N", "C", "O", "C", "C", "O", "C", "O", "C", "N", "C", "C", "C", "C", "C", "O", "C", "C", "C", "C", "C", "C", "H", "H", "H", "H", "H", "H", "H", "H", "H", "H", "H", "H", "H", "H", "H", "H", "H", "H", "H", "H", "H", "H", "H", "H", "H", "H", "H", "H", "H", "H", "H"], "positions_angstrom": [[-0.4495, 1.8033, -1.8797], [-0.4603, 3.3301, -1.9160], [-0.1213, 3.9239, -0.6393], [-1.1501, 4.6129, 0.1062], [-2.0829, 3.6632, 0.8529], [1.4611, 4.3971, -0.4115], [1.4829, 5.6216, 0.3415], [2.1409, 4.3731, -1.6777], [2.1725, 3.1137, 0.6300], [1.3792, 2.0756, 1.0597], [1.9093, 1.0753, 1.8730], [1.0453, 0.0492, 2.2630], [1.3110, -1.0401, 3.0209], [2.3681, -1.3062, 3.5445], [0.0689, -1.9547, 3.1577], [0.2853, -3.0034, 4.2348], [-0.1646, -2.6404, 1.9202], [-0.9003, -2.0305, 0.9684], [-1.3024, -0.8841, 1.0753], [-1.1242, -2.9109, -0.1506], [-0.5946, -4.1830, -0.1629], [-0.9311, -4.8135, -1.2928], [-0.5028, -6.1985, -1.5832], [-1.7092, -3.9382, -2.0670], [-2.2265, -4.3317, -3.3798], [-2.9366, -3.2875, -4.2042], [-2.0782, -5.4627, -3.7995], [-1.8314, -2.7274, -1.3338], [-2.5681, -1.4834, -1.6770], [3.2469, 1.1486, 2.2488], [4.0256, 2.2034, 1.8081], [3.5123, 3.2067, 0.9918], [4.3495, 4.3455, 0.5157], [0.5516, 1.4407, -1.6613], [-0.7515, 1.4199, -2.8514], [-1.1338, 1.4208, -1.1266], [0.2770, 3.6734, -2.6465], [-1.4471, 3.6908, -2.2202], [-0.6300, 5.2620, 0.8115], [-1.7397, 5.2478, -0.5689], [-1.5334, 3.0737, 1.5818], [-2.8385, 4.2415, 1.3785], [-2.5832, 2.9895, 0.1616], [0.3453, 2.0397, 0.7585], [0.1092, 0.1072, 1.8618], [-0.8086, -1.3316, 3.3790], [0.3906, -2.5130, 5.1977], [1.1981, -3.5545, 4.0260], [-0.5562, -3.6903, 4.2669], [-0.0290, -4.5536, 0.5849], [0.1636, -6.5680, -0.8068], [-0.0036, -6.2404, -2.5496], [-1.3726, -6.8495, -1.6587], [-3.8538, -2.9799, -3.7091], [-3.1821, -3.7133, -5.1740], [-2.3036, -2.4152, -4.3397], [-2.5128, -0.7945, -0.8400], [-3.6139, -1.6968, -1.8879], [-2.1346, -1.0034, -2.5524], [3.6667, 0.3830, 2.8801], [5.0624, 2.2488, 2.1067], [5.3652, 4.2708, 0.8958], [4.3670, 4.3608, -0.5729], [3.9068, 5.2866, 0.8375]], "atomic_forces_ev_per_a": [[-0.1, 0.3, -0.1], [0.2, -0.5, -0.5], [1.2, 0.5, 0.1], [-0.3, 0.2, 0.6], [0.2, 0.2, -0.2], [-0.3, -0.1, 0.1], [-0.1, -0.2, 0.1], [-0.1, -0.3, 0.0], [-0.3, 0.2, -0.3], [0.0, -0.2, 0.1], [0.4, 0.3, 0.0], [-0.3, 0.2, -0.2], [-0.6, -0.1, -0.1], [0.3, -0.1, 0.1], [0.0, 0.1, 0.7], [0.0, 0.2, -0.4], [0.1, -0.2, -0.2], [-0.1, 0.4, 0.1], [-0.1, -0.2, 0.0], [-0.3, 0.1, -0.5], [0.1, -0.1, 0.0], [-0.1, 0.1, -0.2], [0.0, -0.2, 0.0], [0.3, -0.3, 0.5], [-0.1, 0.2, -0.1], [0.0, -0.3, -0.2], [0.0, -0.1, -0.1], [0.3, -0.1, 0.5], [0.0, 0.1, 0.1], [-0.1, -0.2, 0.1], [-0.2, 0.2, -0.2], [0.2, 0.0, 0.1], [0.2, 0.1, 0.0], [0.1, -0.1, 0.0], [0.0, -0.1, -0.1], [-0.1, -0.1, 0.1], [-0.3, 0.0, -0.1], [0.1, 0.1, 0.1], [-0.3, 0.1, 0.0], [0.1, 0.0, 0.0], [0.0, -0.1, 0.1], [-0.1, 0.0, 0.1], [-0.1, -0.1, 0.0], [-0.1, -0.1, 0.0], [0.2, -0.2, 0.2], [0.2, -0.1, -0.1], [0.0, 0.0, 0.1], [0.1, 0.0, 0.1], [-0.1, 0.0, 0.0], [0.0, 0.0, -0.1], [0.1, 0.0, 0.1], [0.0, -0.1, 0.0], [0.0, 0.0, 0.0], [-0.1, 0.1, 0.1], [0.0, 0.0, 0.0], [0.0, 0.1, 0.0], [-0.1, 0.1, -0.1], [-0.1, 0.0, 0.0], [0.0, 0.1, -0.1], [0.0, 0.0, 0.0], [0.1, 0.0, 0.0], [0.0, 0.0, 0.0], [0.1, 0.1, 0.0], [0.1, 0.1, 0.0]], "lowdin_charge": [-0.07, -0.24, -0.27, -0.25, -0.07, 0.70, -0.28, -0.28, -0.20, 0.00, -0.19, 0.15, -0.40, 0.09, -0.25, -0.02, 0.04, -0.39, 0.07, -0.11, 0.15, -0.21, -0.01, -0.06, -0.39, -0.01, 0.07, -0.12, -0.02, 0.01, -0.02, -0.25, -0.04, 0.08, 0.07, 0.06, 0.10, 0.12, 0.10, 0.12, 0.07, 0.08, 0.07, 0.09, 0.11, 0.16, 0.09, 0.09, 0.09, 0.17, 0.08, 0.09, 0.09, 0.08, 0.09, 0.08, 0.06, 0.08, 0.08, 0.10, 0.12, 0.08, 0.08, 0.08], "orbital_gap_ha": 0.32947, "smiles": "CCN(CC)S(=O)(=O)c1cc(NC(=O)[C@H](C)OC(=O)c2[nH]c(C)c(C(C)=O)c2C)ccc1C", "multiplicity": 1, "homo_energy_ev": -8.546, "molar_mass_g_mol": 477.6, "e_lumo_ev": 0.4, "e_above_lowest_kj_mol": 5.1, "charge": 0}